Entry a
{"formula": "C26H30N4O5", "method": "the ωB97M-V functional and the def2-TZVPD basis", "species": ["C", "H", "O", "C", "C", "C", "C", "C", "C", "H", "H", "N", "N", "C", "C", "C", "C", "C", "C", "C", "C", "O", "H", "H", "H", "H", "C", "O", "N", "H", "C", "H", "H", "C", "O", "N", "H", "C", "C", "C", "C", "C", "C", "C", "H", "H", "H", "H", "H", "H", "H", "H", "H", "H", "H", "H", "H", "O", "C", "H", "H", "H", "H", "H", "H"], "positions_angstrom": [[-6.159, 0.156, 4.612], [-6.551, -0.159, 5.578], [-4.766, 0.272, 4.786], [-4.011, 0.664, 3.729], [-2.642, 0.762, 3.984], [-1.756, 1.159, 2.999], [-2.260, 1.463, 1.718], [-3.616, 1.349, 1.470], [-4.498, 0.958, 2.462], [-5.547, 0.889, 2.231], [-3.993, 1.581, 0.488], [-1.370, 1.879, 0.694], [-0.231, 1.214, 0.649], [0.709, 1.503, -0.193], [0.555, 2.546, -1.173], [1.511, 2.880, -2.139], [1.265, 3.903, -3.027], [0.072, 4.621, -2.974], [-0.879, 4.309, -2.030], [-0.652, 3.270, -1.124], [-1.680, 2.965, -0.128], [-2.718, 3.583, 0.001], [-1.812, 4.847, -1.962], [-0.105, 5.423, -3.676], [2.006, 4.154, -3.772], [2.432, 2.321, -2.178], [1.934, 0.662, -0.049], [2.784, 0.531, -0.923], [2.011, 0.068, 1.154], [1.195, 0.154, 1.745], [3.046, -0.877, 1.504], [4.000, -0.510, 1.114], [3.096, -0.967, 2.589], [2.749, -2.263, 0.893], [2.416, -3.216, 1.567], [2.896, -2.268, -0.437], [3.125, -1.395, -0.900], [2.522, -3.390, -1.279], [0.992, -3.474, -1.425], [0.339, -2.178, -1.910], [0.248, -2.033, -3.431], [1.473, -2.524, -4.207], [2.815, -2.194, -3.551], [3.288, -3.293, -2.597], [3.220, -4.255, -3.109], [4.341, -3.127, -2.355], [2.755, -1.233, -3.039], [3.571, -2.095, -4.333], [1.437, -2.075, -5.202], [1.410, -3.605, -4.346], [0.081, -0.977, -3.656], [-0.624, -2.582, -3.795], [-0.675, -2.121, -1.507], [0.884, -1.330, -1.495], [0.740, -4.300, -2.089], [0.600, -3.713, -0.434], [2.847, -4.295, -0.750], [-0.415, 1.289, 3.188], [0.111, 1.051, 4.474], [-0.335, 1.715, 5.220], [1.177, 1.263, 4.397], [-0.032, 0.010, 4.778], [-2.310, 0.520, 4.979], [-6.609, 1.113, 4.334], [-6.408, -0.597, 3.858]], "homo_ev": -8.2, "smiles": "COc1ccc(-n2nc(C(=O)NCC(=O)NC3CCCCCC3)c3ccccc3c2=O)c(OC)c1", "charge": 0, "gap_ha": 0.2995}

=====

Entry b
{"formula": "C26H30N4O5", "method": "the ωB97M-V functional and the def2-TZVPD basis", "species": ["C", "H", "H", "H", "C", "N", "C", "O", "C", "N", "C", "O", "C", "C", "C", "O", "N", "C", "N", "C", "C", "C", "C", "H", "H", "H", "H", "H", "H", "H", "H", "H", "C", "C", "C", "C", "C", "O", "H", "H", "H", "H", "H", "C", "C", "C", "C", "C", "C", "H", "H", "O", "H", "H", "H", "H", "H", "C", "H", "H", "H", "C", "H", "H", "H"], "positions_angstrom": [[1.179, 3.446, 1.162], [1.819, 2.656, 1.549], [1.805, 4.270, 0.829], [0.534, 3.806, 1.961], [0.343, 2.922, -0.003], [-0.463, 1.818, 0.523], [-1.399, 1.139, -0.155], [-1.716, 1.327, -1.312], [-2.052, 0.036, 0.706], [-1.361, -1.220, 0.431], [-0.382, -1.605, 1.277], [-0.018, -0.891, 2.204], [0.162, -3.011, 1.091], [1.479, -3.209, 1.846], [2.613, -2.566, 1.064], [3.311, -3.200, 0.303], [2.731, -1.228, 1.294], [3.669, -0.348, 0.776], [3.550, 0.896, 1.234], [4.416, 1.806, 0.820], [5.435, 1.540, -0.076], [5.549, 0.244, -0.562], [4.660, -0.723, -0.136], [4.716, -1.739, -0.485], [6.326, -0.011, -1.268], [6.116, 2.317, -0.384], [4.277, 2.797, 1.232], [2.047, -0.794, 1.908], [1.694, -4.275, 1.927], [1.400, -2.773, 2.842], [0.308, -3.252, 0.039], [-0.595, -3.693, 1.491], [-1.542, -1.783, -0.893], [-0.265, -1.781, -1.681], [0.144, -2.547, -2.733], [1.439, -2.087, -3.075], [1.719, -1.082, -2.205], [0.694, -0.889, -1.356], [2.581, -0.457, -2.084], [2.070, -2.461, -3.854], [-0.407, -3.335, -3.203], [-2.280, -1.155, -1.404], [-1.940, -2.803, -0.844], [-3.542, -0.097, 0.494], [-4.182, -1.298, 0.776], [-5.549, -1.427, 0.625], [-6.308, -0.345, 0.194], [-5.676, 0.865, -0.073], [-4.309, 0.985, 0.081], [-3.837, 1.930, -0.133], [-6.274, 1.701, -0.398], [-7.655, -0.423, 0.031], [-7.962, -1.310, 0.251], [-6.032, -2.370, 0.847], [-3.608, -2.144, 1.126], [-1.870, 0.255, 1.766], [-0.173, 1.452, 1.419], [-0.590, 4.016, -0.527], [-0.008, 4.858, -0.891], [-1.196, 3.629, -1.340], [-1.248, 4.363, 0.267], [1.249, 2.409, -1.124], [0.644, 1.983, -1.920], [1.915, 1.642, -0.737], [1.846, 3.221, -1.530]], "homo_ev": -8.4, "smiles": "CC(C)(C)NC(=O)[C@@H](c1ccc(O)cc1)N(Cc1ccco1)C(=O)CCC(=O)Nc1ccccn1", "charge": 0, "gap_ha": 0.3325}

=====

The structure with the most favorable energy is entry b; the runner-up is 25.1 kcal/mol above it.

=====

Entry a
{"formula": "C6H6O2S", "method": "the ωB97M-V functional and the def2-TZVPD basis", "species": ["C", "C", "C", "C", "C", "C", "O", "O", "S", "H", "H", "H", "H", "H", "H"], "positions_angstrom": [[2.467, 0.655, -0.154], [1.178, 0.893, -0.747], [2.478, -0.261, 0.794], [0.173, 0.196, -0.218], [-3.486, -0.405, 1.066], [-2.753, 0.668, 0.981], [0.510, -2.324, 0.603], [-2.282, 1.735, 0.783], [0.758, -0.925, 1.100], [3.388, 1.063, -0.428], [1.220, 1.702, -1.417], [3.238, -0.632, 1.438], [-3.153, -1.154, 1.617], [-4.491, -0.549, 0.631], [-0.798, 0.308, -0.477]], "homo_ev": -9.2, "charge": 0, "gap_ha": 0.3274}

=====

Entry b
{"formula": "C6H6O2S", "method": "the ωB97M-V functional and the def2-TZVPD basis", "species": ["C", "C", "C", "C", "C", "C", "O", "O", "S", "H", "H", "H", "H", "H", "H"], "positions_angstrom": [[-0.282, -0.127, 1.460], [-0.169, -1.378, 0.833], [-0.208, 1.113, 0.808], [0.181, -1.302, -0.473], [-0.033, 1.169, -0.598], [0.178, -0.146, -1.312], [-1.759, 1.114, -2.884], [0.792, -0.081, -2.503], [-1.728, 0.592, -1.476], [-0.665, -0.176, 2.460], [-0.434, -2.271, 1.333], [0.100, 1.980, 1.388], [0.702, -2.204, -0.879], [0.322, 1.984, -1.246], [0.464, 0.694, -2.953]], "homo_ev": -7.7, "charge": 0, "gap_ha": 0.2689}

=====

The structure with the most favorable energy is entry b; the runner-up is 22.4 kcal/mol above it.

=====

Entry a
{"formula": "CH3ClO2S", "method": "the ωB97M-V functional and the def2-TZVPD basis", "species": ["C", "O", "O", "S", "Cl", "H", "H", "H"], "positions_angstrom": [[-1.727, -0.437, 0.334], [1.168, -0.294, -0.594], [-1.531, 0.091, -0.759], [1.637, 0.817, 0.464], [3.451, 1.397, -0.219], [-2.473, -0.313, 1.175], [-0.947, -1.032, 0.747], [0.421, -0.229, -1.147]], "homo_ev": -8.7, "smiles": "OSCl.C=O", "charge": 0, "gap_ha": 0.3159}

=====

Entry b
{"formula": "CH3ClO2S", "method": "the ωB97M-V functional and the def2-TZVPD basis", "species": ["C", "O", "O", "S", "Cl", "H", "H", "H"], "positions_angstrom": [[1.492, -0.566, 0.314], [-1.555, 1.387, -0.927], [1.013, 0.137, -0.501], [-1.397, 0.756, 0.551], [-2.478, -0.850, 0.343], [0.944, -1.379, 0.955], [2.647, -0.786, 0.620], [-0.666, 1.302, -1.357]], "homo_ev": -8.4, "smiles": "OSCl.C=O", "charge": 0, "gap_ha": 0.3207}

=====

The structure with the most favorable energy is entry a; the runner-up is 3.7 kcal/mol above it.